17
Properties=species:S:1:pos:R:3:forces:R:3 method="wB97M-V/def2-TZVPD" homo_energy_ev=-9.7 relative_energy_kcal_mol=67.4 lumo_energy_ev=0.42 gap_ev=10.12 fmax_ha_per_bohr=0.1236
O 0.3960 2.4349 -2.1622 1.0 -0.6 0.8
C 1.0733 1.7037 -1.4518 -2.4 1.0 -1.9
C 0.5075 0.4255 -0.9320 -1.2 -1.0 1.6
C -0.8984 0.7054 -0.1978 1.6 -0.3 -1.4
C -1.9208 -0.3649 -0.5793 0.4 1.5 0.1
O -2.8737 -0.5313 0.1032 -1.5 -0.5 1.2
N 1.3267 -0.2194 0.0597 1.6 0.0 1.3
H 2.0709 1.9757 -1.1833 1.2 0.2 0.4
H 0.3685 -0.3300 -1.7467 -0.1 0.9 0.2
H -0.8119 0.6708 0.9068 0.2 0.1 -0.7
H -1.1284 1.7352 -0.5155 -0.8 -0.6 0.1
H -1.8592 -0.9643 -1.4807 0.8 -0.1 -0.7
H 1.3331 0.3547 0.9829 0.7 -1.5 -2.4
H 2.2619 -0.5311 -0.3467 -1.5 0.9 1.4
H 1.2884 -2.7075 4.4899 -2.5 3.3 3.7
H 1.2264 -3.0296 2.9913 0.4 -0.1 1.4
O 1.6520 -3.2105 3.8652 2.0 -3.2 -5.1